Entry 1:
Below is 2 unconnected molecules or ions with the total composition CH2BrP, with properties calculated with wB97M-V/def2-TZVPD.

## Properties
* highest occupied orbital energy (spin up / spin down): -8.781 / -8.778 eV
* energy above the lowest of the compared OMol25 structures with the same formula, charge and spin: 99.6 kcal per mole
* HOMO-LUMO gap (spin up / spin down): 5.11 / 5.10 eV
* lowest unoccupied orbital energy (spin up / spin down): -0.135 / -0.135 hartree
* energy: -2954.4802 Ha

```
5
Properties=species:S:1:pos:R:3:lowdin_charge:R:1
C 0.58481 0.41387 0.10480 -0.273
P -0.98768 0.69804 -0.00578 0.814
Br 0.02902 -2.85320 -0.65128 -0.357
H 1.36844 -0.30484 0.11043 -0.089
H -0.99460 2.04614 0.44182 -0.095
```


Entry 2:
Below is a molecular structure, CH2CeFLiO, with properties calculated with wB97M-V/def2-TZVPD.

## Properties
* ⟨S²⟩: 2.005
* highest occupied orbital energy (spin up / spin down): -17.459 / -18.756 eV
* energy above the lowest of the compared OMol25 structures with the same formula, charge and spin: 41.4 kcal per mole
* HOMO-LUMO gap (spin up / spin down): 8.06 / 9.38 eV
* 2S+1: 3
* lowest unoccupied orbital energy (spin up / spin down): -0.346 / -0.345 hartree
* net charge: +2
* energy: -696.3894 Ha

```
7
Properties=species:S:1:pos:R:3:lowdin_charge:R:1
C 1.48015 -0.36398 -0.27964 0.180
O -1.94268 0.15261 0.82430 -0.822
Li -2.96357 -1.21341 0.83982 0.810
Ce -1.24021 1.76261 -0.44586 1.879
F 1.02579 0.92443 -0.73428 -0.243
H 2.14175 -0.82314 -1.01015 0.100
H 1.49877 -0.43912 0.80580 0.097
```


The highest energy belongs to which entry?
CH2CeFLiO


Among the records above, which one has the lowest energy above the lowest of the compared OMol25 structures with the same formula, charge and spin?
CH2CeFLiO


Number 2 is which compound?
CH2CeFLiO


Number 2 is which compound?
CH2CeFLiO